Arrangement P

15
Properties=species:S:1:pos:R:3:nbo_charge:R:1 method="wB97M-V/def2-TZVPD" mol_weight_g_mol=78.1 gap_ev=9.11
C 0.05 0.01 -1.53 0.084
N -1.18 0.03 -0.88 -0.847
N 0.16 -0.92 -2.57 -0.829
H -1.52 -0.90 -0.65 0.347
H -1.08 0.57 0.00 0.410
H 1.03 -0.88 -3.09 0.378
H -0.13 -1.87 -2.34 0.363
H 0.31 1.01 -1.88 0.173
H 1.05 0.84 0.82 0.479
C 0.06 0.38 2.56 -0.247
O 0.13 1.07 1.34 -0.750
H 1.05 0.10 -0.56 -0.067
H 0.91 0.56 3.24 0.166
H -0.84 0.72 3.07 0.183
H -0.01 -0.71 2.47 0.157

Arrangement Q

15
Properties=species:S:1:pos:R:3:nbo_charge:R:1 method="wB97M-V/def2-TZVPD" mol_weight_g_mol=78.1 smiles=NCCN.O gap_ev=9.75
N -0.29 1.05 1.61 -0.886
C -0.27 -0.20 0.90 -0.217
C -0.61 -0.01 -0.58 -0.235
N -2.01 0.39 -0.72 -0.840
H -1.21 1.44 1.70 0.380
H 0.49 1.44 2.09 0.390
H -1.00 -0.89 1.32 0.166
H 0.67 -0.75 1.01 0.187
H 0.00 0.84 -0.92 0.190
H -0.32 -0.80 -1.29 0.159
H -2.44 0.03 -1.56 0.361
H -2.57 -0.02 0.02 0.344
H 2.64 -1.08 -0.18 0.465
H 1.92 -1.04 -1.51 0.467
O 2.81 -0.98 -1.13 -0.929

It turns out arrangement Q is the most stable, with the second structure 138.4 kJ/mol higher.